Computed, not measured: a cluster of 2 separate species, C7H13N3OSi in total in a non-equilibrium geometry, with wB97M-V/def2-TZVPD.

Values from the calculation:
**Highest occupied orbital energy**: -8.5 eV
**DFT total energy**: -803.40184 Eh
**Kohn-Sham gap**: 0.3071 Ha

Each line ends with the natural charge from an NBO analysis.
Atoms and positions in Å:
C1 3.0177 -0.3507 0.5593  0.163
C2 0.4346 0.7271 0.1012  -0.238
C3 2.1238 -1.2336 -0.1367  0.505
C4 2.4130 -1.2593 -1.6125  -0.704
C5 -2.4569 1.6655 0.5960  -1.060
C6 -1.2751 -0.9870 2.0571  -1.093
C7 -1.9798 -0.7486 -1.0873  -1.147
N1 3.5907 0.4032 1.2002  -0.239
N2 1.0760 1.7015 -0.1332  0.001
N3 1.8395 2.4651 -0.6483  -0.526
O1 1.4050 -2.0028 0.4420  -0.495
Si1 -1.3424 0.0822 0.4774  1.556
H1 2.4356 -0.2629 -1.9098  0.240
H2 1.6577 -1.6980 -2.2911  0.237
H3 3.3465 -1.6368 -1.8457  0.246
H4 -2.2582 2.2758 1.3496  0.224
H5 -2.3136 2.3030 -0.2793  0.236
H6 -3.5032 1.4861 0.6790  0.234
H7 -1.0691 -0.3428 2.9521  0.247
H8 -2.2804 -1.3910 2.1144  0.241
H9 -0.3927 -1.5646 1.9414  0.270
H10 -1.7140 -0.2233 -2.0276  0.255
H11 -1.4778 -1.7566 -1.3754  0.251
H12 -3.1228 -0.9781 -0.9952  0.250
H13 1.8458 3.3267 -0.1277  0.347



Computed, not measured: a cluster of 2 separate species, C7H13N4 in total in a non-equilibrium geometry, with wB97M-V/def2-TZVPD.

Values from the calculation:
**Highest occupied orbital energy**: -12.4 eV
**DFT total energy**: -493.12696 Eh
**Kohn-Sham gap**: 0.3236 Ha
**Charge**: +1

Each line ends with the natural charge from an NBO analysis.
Atoms and positions in Å:
C1 1.3555 -0.5529 -3.0489  -0.481
C2 0.0119 -0.9024 -2.8244  0.137
C3 2.0327 -0.0633 -2.0103  0.425
C4 -0.0596 1.5883 1.6099  -0.357
C5 0.4141 0.3275 2.2081  -0.372
C6 1.0077 0.7011 0.8800  -0.381
C7 0.6261 0.0317 -0.3339  0.402
N1 -0.8823 -0.7159 -1.9498  -0.289
N2 -0.5396 -0.2963 -0.7344  -0.376
N3 3.2467 0.2876 -1.6722  -0.791
N4 -3.0419 -0.8836 0.4634  -1.076
H1 1.5562 -0.5666 -4.0828  0.265
H2 -0.4822 -1.3303 -3.7900  0.217
H3 -0.9104 1.6931 1.0568  0.217
H4 0.2363 2.6085 1.8808  0.250
H5 1.0827 0.1800 3.1582  0.279
H6 -0.2664 -0.4952 1.9040  0.211
H7 2.0153 1.2104 0.8567  0.241
H8 -1.3313 -0.5201 0.0167  0.454
H9 4.0217 0.1892 -2.2990  0.434
H10 3.3630 0.6626 -0.7249  0.422
H11 -3.8359 -0.5200 -0.0095  0.395
H12 -2.9399 -0.5394 1.4241  0.384
H13 -3.2271 -1.8684 0.4217  0.390



Computed, not measured: a cluster of 2 separate species, C7H13N4O3P in total in a non-equilibrium geometry, with wB97M-V/def2-TZVPD.

Values from the calculation:
**Highest occupied orbital energy**: -9.3 eV
**DFT total energy**: -1060.50412 Eh
**Kohn-Sham gap**: 0.3251 Ha

Each line ends with the natural charge from an NBO analysis.
Atoms and positions in Å:
C1 1.9646 1.0982 -1.0197  0.402
C2 -1.7999 1.5324 -1.0593  0.402
C3 2.1898 -1.0044 -0.0593  -0.187
C4 -2.1496 -0.6929 -0.0336  -0.225
C5 3.4545 -0.2025 0.3102  -0.257
C6 -3.4135 0.3138 0.2127  -0.241
C7 0.0947 0.3101 -0.0030  0.040
N1 1.2556 -0.0108 -0.5663  -0.556
N2 -1.0976 0.1563 -0.6872  -0.530
N3 3.4475 0.7283 -0.7882  -0.625
N4 -2.9164 1.6396 -0.1425  -0.604
O1 -0.0645 2.8513 1.5825  -1.032
O2 -0.8915 2.5329 -0.9099  -0.748
O3 1.5878 2.2758 -0.3106  -0.799
P1 0.1615 2.1227 0.3517  2.278
H1 1.8847 1.2632 -2.1388  0.181
H2 -2.0039 1.3968 -2.0445  0.172
H3 2.3355 -1.7633 -1.0449  0.187
H4 1.8194 -1.6571 0.6579  0.224
H5 -1.7325 -1.1289 0.9837  0.208
H6 -2.4716 -1.4623 -0.6111  0.187
H7 3.3037 0.2293 1.2904  0.194
H8 4.3355 -0.9951 0.1720  0.219
H9 -4.1591 -0.1196 -0.3718  0.196
H10 -3.5994 0.2340 1.3477  0.214
H11 -0.0918 -0.4683 1.7788  -0.034
H12 3.9020 1.6254 -0.5345  0.377
H13 -2.4093 1.9440 0.6453  0.359



Computed, not measured: the ion C7H13N6 with charge +1 in a non-equilibrium geometry, with wB97M-V/def2-TZVPD.

Values from the calculation:
**SMILES string**: C=N/C=[N+](/C)N(C)c1ncnn1C
**Highest occupied orbital energy**: -13.2 eV
**DFT total energy**: -602.67068 Eh
**Kohn-Sham gap**: 0.3411 Ha
**Charge**: +1

Each line ends with the natural charge from an NBO analysis.
Atoms and positions in Å:
C1 -2.5916 -1.6419 -1.0922  0.143
C2 -0.9540 -0.4333 -0.4196  0.431
C3 2.2289 -0.6558 -1.3620  0.323
C4 1.0872 1.2802 -1.5185  0.113
C5 -2.3816 1.5541 0.3499  -0.397
C6 1.1627 -2.1043 0.5265  -0.406
C7 0.4338 0.6839 1.2117  -0.445
N1 -1.1813 -1.6393 -0.9820  -0.483
N2 -3.1175 -0.5070 -0.6528  -0.235
N3 2.1826 0.5815 -1.7209  -0.456
N4 -2.1377 0.2885 -0.2315  -0.172
N5 1.3925 -0.9907 -0.3348  -0.225
N6 0.3190 0.0711 -0.1026  -0.217
H1 -3.1712 -2.5603 -1.2780  0.240
H2 3.0877 -1.2360 -1.8789  0.282
H3 1.1954 2.2737 -1.1397  0.212
H4 0.3046 1.1981 -2.2277  0.206
H5 -1.5020 2.1094 0.1754  0.192
H6 -3.1749 1.9913 -0.1802  0.254
H7 -2.4704 1.5205 1.4477  0.223
H8 0.4362 -2.7559 0.0964  0.250
H9 2.1623 -2.5579 0.4192  0.235
H10 0.8433 -1.7151 1.4617  0.215
H11 1.4574 0.9397 1.2358  0.236
H12 -0.1090 1.6620 1.4051  0.254
H13 0.0936 -0.0243 2.0202  0.226



Computed, not measured: a structure of composition C7H13NO in a non-equilibrium geometry, with wB97M-V/def2-TZVPD.

Values from the calculation:
**Highest occupied orbital energy**: -7.6 eV
**DFT total energy**: -404.40016 Eh
**Kohn-Sham gap**: 0.3054 Ha

Each line ends with the natural charge from an NBO analysis.
Atoms and positions in Å:
C1 -1.1012 -0.0057 -0.7171  -0.193
C2 0.7430 1.6198 -0.2581  -0.418
C3 -0.7187 1.0363 1.5601  -0.428
C4 -1.8942 -1.1833 -0.2061  -0.639
N1 -0.0679 0.5763 0.3461  -0.338
C5 1.0260 -0.8676 0.8061  0.568
C6 1.5263 -1.2539 -0.3482  -0.281
C7 2.4380 -1.2774 -1.2885  -0.403
O1 0.7097 -1.2567 1.8976  -0.617
H1 -1.7547 0.8443 -0.9507  0.185
H2 -0.5243 -0.2744 -1.6013  0.226
H3 -0.0031 1.5670 2.1883  0.218
H4 1.4976 1.9641 0.4499  0.215
H5 1.2512 1.2216 -1.1351  0.229
H6 0.1286 2.4765 -0.5571  0.192
H7 -1.0803 0.1785 2.1240  0.243
H8 -1.5581 1.7011 1.3319  0.194
H9 3.3662 -0.7116 -1.2356  0.181
H10 2.3120 -1.8773 -2.1816  0.189
H11 -2.6569 -1.4573 -0.9337  0.225
H12 -2.3830 -0.9737 0.7464  0.213
H13 -1.2561 -2.0463 -0.0373  0.240



Computed, not measured: a cluster of 3 separate species, C7H13NO in total in a non-equilibrium geometry, with wB97M-V/def2-TZVPD.

Values from the calculation:
**Highest occupied orbital energy (spin up / spin down)**: -6.4 / -6.1 eV
**DFT total energy**: -404.23861 Eh
**Kohn-Sham gap (spin up / spin down)**: 0.2669 / 0.2558 Ha

Each line ends with the natural charge from an NBO analysis.
Atoms and positions in Å:
C1 2.4749 -0.4325 -0.5120  0.248
C2 0.3344 1.9410 -0.3971  -0.713
C3 -2.6085 -0.0022 1.5214  -0.703
C4 0.3055 0.4930 -0.3216  0.137
C5 -2.1045 -0.1847 0.1338  0.029
N1 2.9006 -1.7019 -0.0635  -0.869
C6 0.0839 -0.6955 -0.1430  -0.197
C7 -2.8325 -0.2756 -0.9648  -0.526
O1 3.0524 0.5962 0.2224  -0.751
H1 3.9590 0.3353 0.4566  0.470
H2 2.5964 -0.3255 -1.5921  0.131
H3 2.6913 -2.4536 -0.7061  0.376
H4 2.5788 -1.9295 0.8718  0.369
H5 0.0676 -1.7589 -0.0749  0.242
H6 0.1344 2.2809 -1.4146  0.242
H7 -0.4285 2.3577 0.2625  0.244
H8 1.3208 2.2925 -0.0910  0.265
H9 -2.2534 -0.8023 2.1782  0.214
H10 -2.2485 0.9371 1.9536  0.214
H11 -3.7092 0.0062 1.5720  0.201
H12 -2.3875 -0.3551 -1.9529  0.195
H13 -3.9274 -0.3225 -0.9388  0.180



Computed, not measured: a structure of composition C7H13NO in a non-equilibrium geometry, with wB97M-V/def2-TZVPD.

Values from the calculation:
**Highest occupied orbital energy**: -8.2 eV
**DFT total energy**: -404.34464 Eh
**Kohn-Sham gap**: 0.3362 Ha

Each line ends with the natural charge from an NBO analysis.
Atoms and positions in Å:
C1 -1.9352 0.6815 -0.2000  -0.392
C2 0.5595 0.3516 -1.9373  -0.411
C3 -2.5513 1.0836 1.1089  -0.628
N1 0.5358 0.2896 -0.4808  -0.478
C4 -0.3566 -0.4118 0.1617  0.261
C5 2.1709 -0.2808 0.1947  0.478
C6 -0.4899 -1.3869 1.0356  -0.563
C7 3.0587 -1.1038 -0.3470  -0.591
O1 2.3492 0.3086 1.4017  -0.688
H1 1.5479 0.8030 1.6167  0.500
H2 -1.6930 1.5354 -0.8272  0.192
H3 -2.5117 -0.0440 -0.7702  0.196
H4 0.2618 -0.5840 -2.4179  0.188
H5 -0.1027 1.1519 -2.2618  0.207
H6 1.5769 0.6002 -2.2364  0.224
H7 0.3509 -2.0155 1.2855  0.217
H8 -1.4579 -1.6368 1.4368  0.219
H9 2.8095 -1.7156 -1.1974  0.221
H10 4.0443 -1.2168 0.0883  0.229
H11 -3.4563 1.6803 0.9473  0.209
H12 -1.8619 1.6906 1.6970  0.205
H13 -2.8491 0.2196 1.7018  0.207



Computed, not measured: an isolated molecule of C7H13NO in a non-equilibrium geometry, with wB97M-V/def2-TZVPD.

Values from the calculation:
**SMILES string**: CC1=C(O)[C@@](C)(N)[C@@H]1C
**Highest occupied orbital energy**: -8.0 eV
**DFT total energy**: -404.45592 Eh
**Kohn-Sham gap**: 0.3174 Ha

Each line ends with the natural charge from an NBO analysis.
Atoms and positions in Å:
C1 -2.0716 -1.0594 0.1504  -0.627
C2 2.0704 1.6184 0.2793  -0.654
C3 0.9756 -1.7345 0.5006  -0.612
C4 -0.4815 0.9733 0.5491  0.311
C5 -0.9796 -0.1560 -0.3812  0.102
C6 0.8021 0.8109 0.1386  -0.120
N1 -1.3475 0.3811 -1.7095  -0.845
C7 0.5264 -0.5948 -0.4145  -0.217
O1 -1.1184 1.8244 1.2528  -0.640
H1 -0.4764 2.4026 1.6995  0.485
H2 -1.4809 -0.3312 -2.4215  0.357
H3 -0.6677 1.0437 -2.0789  0.363
H4 0.9284 -0.7745 -1.4216  0.181
H5 -1.8678 -1.4006 1.1700  0.214
H6 -2.1884 -1.9473 -0.4811  0.206
H7 -3.0370 -0.5389 0.1717  0.229
H8 2.0899 2.3354 -0.5531  0.217
H9 2.9657 1.0030 0.1748  0.224
H10 2.0659 2.2392 1.1778  0.209
H11 0.4240 -1.7512 1.4466  0.205
H12 0.8283 -2.7008 0.0079  0.205
H13 2.0402 -1.6428 0.7423  0.207



Computed, not measured: an isolated molecule of C7H13NO in a non-equilibrium geometry, with wB97M-V/def2-TZVPD.

Values from the calculation:
**SMILES string**: C=C[C@@](N)(O)C=C(C)C
**Highest occupied orbital energy**: -8.5 eV
**DFT total energy**: -404.43360 Eh
**Kohn-Sham gap**: 0.3404 Ha

Each line ends with the natural charge from an NBO analysis.
Atoms and positions in Å:
C1 0.6375 1.0920 0.7386  0.304
C2 -0.5761 -0.5912 -2.3593  -0.651
C3 0.2688 -1.8951 -0.3595  -0.652
C4 0.1747 -0.5700 -1.0583  0.092
N1 0.4963 2.5203 0.5888  -0.824
C5 0.8044 0.5545 -0.6702  -0.248
C6 -0.7761 0.5344 0.9918  -0.179
C7 -1.1304 -0.4334 1.8241  -0.453
O1 1.5949 0.8302 1.7446  -0.713
H1 1.6612 -0.1206 1.8808  0.466
H2 1.4085 2.9324 0.4195  0.367
H3 0.1305 2.9235 1.4457  0.369
H4 0.9063 1.3539 -1.3943  0.206
H5 -1.5230 1.1008 0.4547  0.214
H6 -0.7713 0.4209 -2.7029  0.219
H7 -0.0607 -1.1360 -3.1522  0.218
H8 0.9304 -1.8556 0.5009  0.204
H9 0.6551 -2.6417 -1.0563  0.228
H10 -0.7163 -2.2238 -0.0220  0.223
H11 -1.5261 -1.0954 -2.1824  0.218
H12 -0.4235 -0.9909 2.4185  0.185
H13 -2.1651 -0.7091 1.9493  0.206



Computed, not measured: an isolated molecule of C7H13NO in a non-equilibrium geometry, with wB97M-V/def2-TZVPD.

Values from the calculation:
**Highest occupied orbital energy**: -8.0 eV
**DFT total energy**: -404.25750 Eh
**Kohn-Sham gap**: 0.2987 Ha

Each line ends with the natural charge from an NBO analysis.
Atoms and positions in Å:
C1 -2.0314 -0.5489 0.6195  0.144
C2 -1.3607 0.7302 0.2334  -0.580
C3 0.0412 0.8473 0.8472  -0.382
C4 1.0851 -0.0551 0.1934  -0.038
C5 -3.0221 -0.9210 -0.3703  -0.752
C6 2.3557 -0.1280 0.9548  -0.600
C7 1.4336 0.4470 -1.1786  -0.654
N1 0.6330 -1.4545 0.1999  0.180
O1 0.8292 -2.1128 -0.7390  -0.279
H1 -1.5201 1.0805 -0.8465  0.186
H2 -1.9464 1.3683 0.8937  0.279
H3 0.4945 1.8472 0.6731  0.210
H4 -0.0890 0.6937 1.8972  0.231
H5 -2.3049 -1.7381 -0.8432  0.289
H6 -3.2043 -0.2587 -1.0957  0.177
H7 -3.9961 -1.4101 -0.0973  0.239
H8 3.1036 -0.6038 0.2328  0.227
H9 2.1920 -0.4518 1.9441  0.232
H10 2.7403 0.9347 0.9627  0.209
H11 2.2868 1.1365 -0.8487  0.219
H12 0.5108 0.9222 -1.6839  0.217
H13 1.7691 -0.3250 -1.9486  0.245



Computed, not measured: an isolated molecule of C7H13NO in a non-equilibrium geometry, with wB97M-V/def2-TZVPD.

Values from the calculation:
**SMILES string**: CC(C)=C(O)/C=C(\C)N
**Highest occupied orbital energy**: -7.9 eV
**DFT total energy**: -404.45014 Eh
**Kohn-Sham gap**: 0.3160 Ha

Each line ends with the natural charge from an NBO analysis.
Atoms and positions in Å:
C1 0.1095 -1.7999 0.9516  -0.673
C2 -0.4155 0.8020 -1.8264  -0.632
C3 2.0320 0.9933 -1.2199  -0.641
C4 0.2896 1.1205 0.5773  0.258
C5 -1.0469 -0.8231 0.9391  0.251
C6 0.6134 0.9059 -0.7279  -0.055
N1 -2.3073 -1.3893 0.8582  -0.880
C7 -0.9024 0.5271 1.0959  -0.320
O1 1.2002 1.6088 1.4855  -0.688
H1 0.7929 1.5800 2.3663  0.481
H2 -2.4138 -1.9573 0.0187  0.374
H3 -2.6041 -1.9120 1.6791  0.371
H4 -1.7330 1.1604 1.3956  0.215
H5 1.0401 -1.3419 1.2972  0.226
H6 -0.1114 -2.6495 1.6068  0.217
H7 0.2933 -2.1849 -0.0568  0.216
H8 -1.4336 0.9946 -1.4751  0.223
H9 -0.2183 1.5487 -2.6041  0.213
H10 2.7618 1.0021 -0.4058  0.226
H11 -0.3894 -0.1900 -2.2878  0.200
H12 2.1914 1.8886 -1.8274  0.210
H13 2.2519 0.1158 -1.8403  0.208